[1]
The following is a quantum chemistry calculation of C40H39CaN5O10 as an isolated structure, from the OMol25 dataset.

Geometry as ORCA input:
```
! RIJCOSX wB97M-V def2-TZVPD def2/J DEFGRID3
* xyz 0 1
Ca -0.182 -1.106 -0.509
O -2.610 -0.490 0.133
C -2.399 -0.055 -1.011
O -1.884 -0.771 -1.939
C -2.595 1.440 -1.263
C -2.068 1.870 -2.634
C -2.491 3.314 -2.948
C -1.502 4.122 -2.069
C -0.773 2.985 -1.348
O -0.662 1.995 -2.379
C -1.731 2.349 -0.313
C -0.960 1.667 0.826
O -1.172 1.999 1.986
O -0.023 0.863 0.450
H -3.655 1.659 -1.126
H -2.236 1.142 -3.421
H -2.352 3.531 -4.006
H -3.536 3.499 -2.699
H -0.807 4.695 -2.682
H -1.995 4.805 -1.378
H 0.216 3.220 -0.962
H -2.357 3.112 0.146
O 7.858 1.905 1.461
C 6.864 1.827 0.548
O 7.017 2.312 -0.546
C 5.616 1.138 0.973
C 4.401 1.572 0.448
C 3.221 0.932 0.777
C 3.255 -0.189 1.609
C 4.471 -0.641 2.122
C 5.641 0.031 1.822
N 2.091 -0.917 1.882
C 1.093 -0.353 2.425
C -0.134 -1.143 2.663
C -0.951 -0.876 3.746
C -2.061 -1.681 3.948
C -2.319 -2.698 3.044
C -1.472 -2.845 1.955
N -0.395 -2.091 1.766
H 7.536 1.600 2.318
H 4.393 2.434 -0.209
H 2.262 1.264 0.393
H 4.481 -1.522 2.749
H 6.580 -0.342 2.217
H 1.084 0.679 2.781
H -0.728 -0.041 4.396
H -2.725 -1.502 4.783
H -3.184 -3.339 3.147
H -1.677 -3.573 1.180
N -0.263 -3.543 -1.253
C -0.785 -4.098 -2.123
N -1.397 -4.709 -3.113
C -2.196 -5.911 -2.865
C -3.671 -5.568 -2.994
O -3.936 -4.951 -4.239
C -3.234 -3.723 -4.362
C -1.736 -3.963 -4.331
H -1.968 -6.288 -1.869
H -1.917 -6.670 -3.600
H -3.968 -4.901 -2.174
H -4.278 -6.472 -2.951
H -3.514 -3.041 -3.550
H -3.532 -3.284 -5.313
H -1.187 -3.025 -4.330
H -1.425 -4.555 -5.195
C 9.191 -0.232 -3.561
O 7.808 -0.036 -3.318
C 7.230 1.066 -3.851
C 7.852 1.955 -4.717
C 7.146 3.049 -5.203
C 5.834 3.275 -4.822
C 5.216 2.395 -3.946
C 5.901 1.287 -3.482
N 5.331 0.404 -2.525
C 4.133 -0.159 -2.506
C 3.164 -0.285 -3.504
C 3.371 -0.082 -4.905
C 2.341 -0.160 -5.783
C 1.023 -0.401 -5.292
C 0.781 -0.641 -3.980
C 1.857 -0.671 -3.021
O 1.644 -0.968 -1.819
H 9.776 0.604 -3.174
H 9.389 -0.362 -4.628
H 9.461 -1.141 -3.032
H 8.878 1.804 -5.017
H 7.638 3.734 -5.881
H 5.296 4.138 -5.188
H 4.199 2.563 -3.619
H 5.897 0.290 -1.690
H 3.864 -0.582 -1.542
H 4.369 0.109 -5.271
H 2.507 -0.024 -6.843
H 0.193 -0.383 -5.990
H -0.224 -0.770 -3.593
*
```

Properties
Energy (Eh): -3251.6247
ΔE to the lowest compared entry with this formula, charge and spin (kcal/mol): 17.91
Highest occupied orbital energy (eV): -7.885
Frontier orbital gap (eV): 7.50

[2]
The following is a quantum chemistry calculation of a 11-piece molecular cluster, C14H50N16O11 overall, from the OMol25 dataset.

Geometry as ORCA input:
```
! RIJCOSX wB97M-V def2-TZVPD def2/J DEFGRID3
* xyz 0 1
N -11.606 -17.456 -1.483
C -12.846 -17.884 -1.277
N -13.667 -17.955 -2.381
O -13.145 -18.002 -0.057
H -11.304 -17.593 -2.458
H -10.967 -17.785 -0.783
H -13.551 -17.540 -3.336
H -14.612 -18.267 -2.232
N -12.753 -9.888 0.985
C -13.167 -9.213 2.118
N -14.331 -8.500 2.014
O -12.623 -9.311 3.206
H -11.875 -10.312 1.059
H -13.120 -9.645 0.085
H -14.631 -7.891 2.777
H -14.712 -8.232 1.137
N -16.988 -9.631 -1.975
C -16.397 -9.631 -0.767
N -17.059 -10.260 0.253
O -15.328 -9.011 -0.549
H -16.317 -9.651 -2.753
H -17.876 -10.122 -2.177
H -16.583 -10.248 1.141
H -17.741 -10.987 0.083
N -17.730 -14.466 -1.518
C -18.589 -13.497 -2.083
N -19.153 -13.927 -3.222
O -18.685 -12.329 -1.675
H -17.303 -15.168 -2.089
H -17.090 -14.169 -0.835
H -19.451 -14.883 -3.211
H -19.914 -13.354 -3.611
N -14.018 -14.384 -1.499
C -14.299 -13.157 -0.980
N -13.912 -12.911 0.269
O -14.953 -12.269 -1.552
H -13.481 -15.103 -1.038
H -14.514 -14.483 -2.374
H -14.075 -11.977 0.561
H -13.201 -13.465 0.681
N -18.270 -17.982 -0.565
C -16.929 -17.927 -1.009
N -16.141 -17.206 -0.229
O -16.554 -18.459 -2.039
H -18.835 -18.177 -1.388
H -18.591 -17.149 -0.144
H -16.470 -17.078 0.728
H -15.186 -17.407 -0.235
N -15.501 -12.586 -4.380
C -15.407 -13.855 -4.768
N -15.716 -14.176 -6.054
O -15.155 -14.759 -4.020
H -15.537 -11.812 -5.049
H -15.343 -12.323 -3.413
H -15.711 -15.144 -6.241
H -15.820 -13.467 -6.746
N -19.871 -17.080 -6.176
C -19.481 -17.269 -4.834
N -18.304 -17.926 -4.669
O -20.172 -16.942 -3.852
H -20.878 -16.983 -6.071
H -19.496 -17.772 -6.797
H -17.913 -18.096 -3.772
H -17.632 -18.032 -5.431
C -12.607 -14.875 3.516
C -13.611 -15.568 2.629
O -13.078 -15.662 1.346
H -12.187 -14.014 3.067
H -11.721 -15.422 3.733
H -13.026 -14.630 4.467
H -14.520 -14.971 2.569
H -13.842 -16.548 3.042
H -12.967 -16.593 0.995
C -13.292 -9.458 -3.487
C -11.980 -10.075 -3.879
O -11.941 -10.191 -5.307
H -13.347 -9.222 -2.441
H -14.095 -10.171 -3.634
H -13.492 -8.547 -4.056
H -11.787 -11.069 -3.440
H -11.141 -9.444 -3.625
H -12.487 -10.949 -5.530
C -11.734 -15.413 -6.619
C -12.391 -15.134 -5.295
O -13.197 -16.226 -4.874
H -11.127 -16.323 -6.584
H -11.090 -14.615 -6.871
H -12.392 -15.628 -7.429
H -12.961 -14.233 -5.472
H -11.618 -14.988 -4.569
H -14.038 -15.850 -4.592
*
```

Properties
Energy (Eh): -2267.5081
ΔE to the lowest compared entry with this formula, charge and spin (kcal/mol): 0.22
Structure (SMILES): NC(N)=O.NC(N)=O.NC(N)=O.NC(N)=O.NC(N)=O.NC(N)=O.NC(N)=O.NC(N)=O.CCO.CCO.CCO
Highest occupied orbital energy (eV): -9.143
Frontier orbital gap (eV): 9.20

[3]
The following is a quantum chemistry calculation of C4H4KO5 as an isolated structure, from the OMol25 dataset.

Geometry as ORCA input:
```
! RIJCOSX wB97M-V def2-TZVPD def2/J DEFGRID3
* xyz -1 1
O 0.448 0.740 0.364
H 1.834 -2.034 -2.048
O -0.361 -1.185 1.320
O 0.385 -1.256 -0.845
C 1.631 -1.118 -1.475
C 2.633 -0.900 -0.312
O 1.850 -0.990 0.852
C 0.474 -0.641 0.499
H 1.639 -0.259 -2.168
H 3.113 0.090 -0.390
H 3.411 -1.677 -0.278
K -2.361 -0.041 0.344
C -0.585 1.845 -0.741
O -0.205 2.952 -0.916
*
```

Properties
Energy (Eh): -1130.9629
ΔE to the lowest compared entry with this formula, charge and spin (kcal/mol): 37.32
Highest occupied orbital energy (eV): -3.173
Frontier orbital gap (eV): 5.08

[4]
The following is a quantum chemistry calculation of a 2-piece molecular cluster, CH3NO overall, from the OMol25 dataset.

Geometry as ORCA input:
```
! RIJCOSX wB97M-V def2-TZVPD def2/J DEFGRID3
* xyz 0 3
C -0.291 -1.271 -0.478
N 0.661 1.239 0.775
O -1.390 -1.234 -0.861
H 0.527 -1.976 -0.500
H 0.762 1.799 -0.075
H -0.269 1.443 1.139
*
```

Properties
Energy (Eh): -169.7304
ΔE to the lowest compared entry with this formula, charge and spin (kcal/mol): 0.00
Highest occupied orbital energy (spin up / spin down) (eV): -7.649 / -10.982
Frontier orbital gap (spin up / spin down) (eV): 8.69 / 10.05
Expectation value of S²: 2.01

[5]
The following is a quantum chemistry calculation of H12O6 as an isolated structure, from the OMol25 dataset.

Geometry as ORCA input:
```
! RIJCOSX wB97M-V def2-TZVPD def2/J DEFGRID3
* xyz 0 1
O 1.125 -1.673 -0.641
H 1.551 -1.757 -1.495
H 0.883 -2.568 -0.405
O -1.399 0.437 2.349
H -0.878 0.061 1.639
H -0.977 1.276 2.537
O 0.211 0.004 0.509
H 0.799 -0.646 0.123
H -0.047 0.560 -0.227
O 1.535 0.912 1.929
H 0.902 0.625 1.270
H 2.048 1.591 1.490
O -1.423 -1.481 -2.009
H -0.892 -0.844 -1.532
H -2.324 -1.177 -1.894
O -0.393 1.175 -1.155
H -0.964 1.857 -0.801
H 0.245 1.649 -1.688
*
```

Properties
Energy (Eh): -458.5058
ΔE to the lowest compared entry with this formula, charge and spin (kcal/mol): 104.57
Highest occupied orbital energy (eV): -9.433
Frontier orbital gap (eV): 9.13

[6]
The following is a quantum chemistry calculation of C14H5F5MnO5SSe as an isolated structure, from the OMol25 dataset.

Geometry as ORCA input:
```
! RIJCOSX wB97M-V def2-TZVPD def2/J DEFGRID3
* xyz 0 2
Mn 0.650 -0.724 -0.964
S 3.681 0.607 -1.334
C 2.301 -0.036 -1.204
O -3.102 0.412 -1.798
Se -2.032 -0.679 -2.218
O -0.427 0.408 -2.550
O -1.297 -1.475 -0.980
O -2.166 -1.477 -3.578
F -0.217 -5.810 2.884
C 0.051 -4.597 2.396
C 0.395 -4.440 1.064
F 0.467 -5.493 0.253
C 0.663 -3.171 0.602
F 1.015 -2.976 -0.709
C 0.610 -2.024 1.390
O 0.922 -0.843 0.882
C 0.259 -2.217 2.725
F 0.187 -1.169 3.549
C -0.013 -3.482 3.217
F -0.345 -3.634 4.499
C 0.061 0.898 -1.410
C -0.037 2.279 -1.062
C -0.722 3.188 -1.877
C -0.809 4.509 -1.486
C -0.222 4.917 -0.292
C 0.452 4.015 0.524
C 0.546 2.690 0.143
H -1.180 2.842 -2.793
H -1.338 5.225 -2.101
H -0.296 5.954 0.010
H 0.893 4.347 1.453
H 1.046 1.956 0.764
*
```

Properties
Energy (Eh): -5362.3939
Highest occupied orbital energy (spin up / spin down) (eV): -8.694 / -8.703
Frontier orbital gap (spin up / spin down) (eV): 6.91 / 6.98
Expectation value of S²: 0.89